This record from the OMol25 dataset describes a cluster of 2 separate species, C5H14N2O in total at a distorted geometry. The level of theory is the ωB97M-V functional and the def2-TZVPD basis.

Its charge is 0. Its SMILES is C=CC[C@H](N)CN.O. The spin multiplicity is 1. The calculation puts the orbital gap at 10.08 eV. Its HOMO energy is -9.2 eV. Its relative energy (zero: lowest compared OMol25 entry of this formula, charge and spin) is 449.4 kJ/mol.

The geometry in XYZ format:
```
22
C5H14N2O, DFT the ωB97M-V functional and the def2-TZVPD basis
C 1.05078 -1.07822 2.16370
C -0.22285 -0.75179 1.86036
C -0.54510 0.32876 0.79572
C 0.52023 0.72855 -0.17131
N 1.25482 2.02409 0.26904
C -0.32634 1.33222 -1.52159
N -0.66397 0.08092 -2.22901
H 2.01958 -0.77623 1.79331
H 1.35704 -1.84229 2.90969
H -1.11303 -1.32474 2.01942
H -1.52362 0.08697 0.60507
H -0.76695 1.35158 1.31315
H 1.18304 -0.10349 -0.43464
H 1.99051 2.16228 -0.33407
H 1.69882 1.76333 1.21474
H 0.25151 1.90801 -2.08231
H -1.17351 1.92611 -1.20363
H -1.10162 0.32690 -3.12640
H -1.66237 -0.28940 -1.74103
O -0.77279 -2.82641 -0.45635
H -1.03425 -1.94047 -0.31172
H -0.41994 -3.08668 -1.33213
```

***

This record from the OMol25 dataset describes an isolated molecule of C3H5Cl at a distorted geometry. The level of theory is the ωB97M-V functional and the def2-TZVPD basis.

Its charge is 0. Its SMILES is C/C=C/Cl. The spin multiplicity is 1. The calculation puts the orbital gap at 9.71 eV. Its HOMO energy is -8.8 eV. Its relative energy (zero: lowest compared OMol25 entry of this formula, charge and spin) is 115.6 kJ/mol.

The geometry in XYZ format:
```
9
C3H5Cl, DFT the ωB97M-V functional and the def2-TZVPD basis
C -0.42410 -0.70778 0.84896
C 0.31417 0.40173 0.21311
C 0.29715 0.59655 -1.26223
Cl 1.34429 1.84615 -1.91695
H -1.47102 -0.50358 1.04340
H -0.42223 -1.61172 0.27603
H -0.02210 -1.17832 1.88889
H 0.70092 1.05182 0.95479
H -0.31709 0.10515 -2.04598
```

***

This record from the OMol25 dataset describes an isolated molecule of C3H4N2. The level of theory is the ωB97M-V functional and the def2-TZVPD basis.

Its charge is 0. The spin multiplicity is 1. The calculation puts the orbital gap (alpha / beta) at 7.80 / 7.83 eV. Its HOMO energy (alpha / beta) is -8.5 / -8.6 eV. Its relative energy (zero: lowest compared OMol25 entry of this formula, charge and spin) is 487.4 kJ/mol.

The geometry in XYZ format:
```
9
C3H4N2, DFT the ωB97M-V functional and the def2-TZVPD basis
N -1.22810 -1.09553 0.22604
C -0.69197 1.25310 -0.20012
C 0.58562 0.83058 -0.04836
C 0.89499 -0.54415 -0.05939
N -0.07542 -1.44055 -0.16063
H -1.88196 -1.80478 -0.15588
H -0.93743 2.21969 0.27797
H 1.43802 1.50989 0.07444
H 1.89626 -0.92824 0.04592
```

***

This record from the OMol25 dataset describes an isolated molecule of C6H9FN2 at a distorted geometry. The level of theory is the ωB97M-V functional and the def2-TZVPD basis.

Its charge is 0. The spin multiplicity is 3. The calculation puts the orbital gap (alpha / beta) at 6.70 / 9.16 eV. Its HOMO energy (alpha / beta) is -5.8 / -9.3 eV. Its relative energy (zero: lowest compared OMol25 entry of this formula, charge and spin) is 350.0 kJ/mol.

The geometry in XYZ format:
```
18
C6H9FN2, DFT the ωB97M-V functional and the def2-TZVPD basis
C -0.92550 0.02852 -1.80031
C -1.55932 -1.07657 0.04883
C 0.20690 1.51542 -0.00773
C 0.35451 0.43325 -1.10930
C 1.74959 0.47983 -1.71222
C -0.77703 -0.85266 2.35646
N -0.72118 -0.57661 0.85357
N 0.45516 0.14804 0.31487
F -2.49570 -1.81743 0.56660
H -0.73036 -0.75943 -2.44846
H 1.07580 2.11571 0.26935
H -0.64394 2.02009 0.18438
H 2.28445 -0.46047 -1.50747
H 2.36746 1.27263 -1.33678
H 1.68347 0.55168 -2.92889
H -0.34856 0.02766 2.92950
H -1.75964 -1.22744 2.66904
H -0.21611 -1.82225 2.65857
```

***

This record from the OMol25 dataset describes a cluster of 2 separate species, C4H8N2S in total at a distorted geometry. The level of theory is the ωB97M-V functional and the def2-TZVPD basis.

Its charge is 0. The spin multiplicity is 1. The calculation puts the orbital gap (alpha / beta) at 7.64 / 7.63 eV. Its HOMO energy (alpha / beta) is -7.1 / -7.1 eV. Its relative energy (zero: lowest compared OMol25 entry of this formula, charge and spin) is 408.4 kJ/mol.

The geometry in XYZ format:
```
15
C4H8N2S, DFT the ωB97M-V functional and the def2-TZVPD basis
C 1.45881 0.82317 -0.50310
C 2.23800 -0.28764 -0.55469
C -0.35844 1.70140 0.77100
C -1.99588 -1.19433 -0.36613
N 0.45943 0.65896 0.46025
N 0.42505 -0.49769 1.10599
S 1.62213 -1.50871 0.41548
H 1.63268 1.77709 -0.98446
H 3.26596 -0.47447 -1.00594
H -2.12342 -0.90712 -1.41161
H -0.02086 2.58703 0.27549
H -0.88734 1.59071 1.68114
H -2.73757 -1.96850 -0.08962
H -1.07141 -1.76748 -0.31045
H -1.90714 -0.53241 0.51667
```

***

This record from the OMol25 dataset describes a cluster of 2 separate species, C2H6NS in total at a distorted geometry. The level of theory is the ωB97M-V functional and the def2-TZVPD basis.

Its charge is -1. The spin multiplicity is 1. The calculation puts the orbital gap at 6.71 eV. Its HOMO energy is -2.7 eV. Its relative energy (zero: lowest compared OMol25 entry of this formula, charge and spin) is 120.0 kJ/mol.

The geometry in XYZ format:
```
10
C2H6NS, DFT the ωB97M-V functional and the def2-TZVPD basis
S 0.23133 1.55525 -1.88210
H 1.20403 0.66311 -1.64517
C -0.30921 -2.29479 1.09094
C -0.34053 -0.93758 0.92078
N -0.08063 -0.06447 1.96416
H 0.59644 -2.79869 1.41273
H -1.07708 -2.88197 0.60617
H -0.73759 -0.41030 0.05152
H 0.30100 -0.53124 2.77542
H 0.31618 0.82576 1.68719
```

***

This record from the OMol25 dataset describes a cluster of 2 separate species, C8H18 in total. The level of theory is the ωB97M-V functional and the def2-TZVPD basis.

Its charge is -1. The spin multiplicity is 2. The calculation puts the orbital gap (alpha / beta) at 2.41 / 9.43 eV. Its HOMO energy (alpha / beta) is 1.4 / -5.7 eV. Its relative energy (zero: lowest compared OMol25 entry of this formula, charge and spin) is 0.0 kJ/mol.

The geometry in XYZ format:
```
26
C8H18, DFT the ωB97M-V functional and the def2-TZVPD basis
C 1.14752 -0.65465 -3.57272
C 1.92502 -0.14909 -2.36776
C 1.56442 -0.83859 -1.05207
C 2.31949 -0.24150 0.12979
H 1.32128 -1.69459 -3.85379
H 1.32755 -0.05963 -4.47192
H 0.08535 -0.56624 -3.32073
H 1.72241 0.91481 -2.22003
H 3.00110 -0.30497 -2.50017
H 1.72023 -1.92168 -1.10874
H 0.49372 -0.74847 -0.83327
H 3.39517 -0.18388 -0.05135
H 2.05347 -0.78697 1.03714
H 2.01556 0.78913 0.33107
C -2.44037 -0.36631 2.82060
C -1.91644 0.54186 1.73683
C -2.62926 0.83501 0.64967
C -0.52302 1.05178 1.90411
H -2.11209 -1.39396 2.63900
H -3.52982 -0.32015 2.85887
H -2.06964 -0.03097 3.79352
H -2.17718 1.39902 -0.15704
H -3.63994 0.46972 0.51737
H -0.15677 1.61485 1.04155
H 0.17595 0.23480 2.12383
H -0.36854 1.75007 2.73730
```

***

This record from the OMol25 dataset describes an isolated molecule of H4NP at a distorted geometry. The level of theory is the ωB97M-V functional and the def2-TZVPD basis.

Its charge is 0. Its SMILES is NP. The spin multiplicity is 1. The calculation puts the orbital gap at 10.31 eV. Its HOMO energy is -9.2 eV. Its relative energy (zero: lowest compared OMol25 entry of this formula, charge and spin) is 23.5 kJ/mol.

The geometry in XYZ format:
```
6
H4NP, DFT the ωB97M-V functional and the def2-TZVPD basis
N -0.49959 -0.55289 -0.35809
P 0.17657 1.01684 -0.21692
H -1.47780 -0.64949 -0.12398
H -0.13042 -1.40054 -0.08017
H 1.34239 0.47186 -0.43390
H 0.58885 1.11422 1.21307
```

***

This record from the OMol25 dataset describes a cluster of 2 separate species, C2H5FNO in total at a distorted geometry. The level of theory is the ωB97M-V functional and the def2-TZVPD basis.

Its charge is -1. The spin multiplicity is 1. The calculation puts the orbital gap at 7.35 eV. Its HOMO energy is -3.0 eV. Its relative energy (zero: lowest compared OMol25 entry of this formula, charge and spin) is 428.5 kJ/mol.

The geometry in XYZ format:
```
10
C2H5FNO, DFT the ωB97M-V functional and the def2-TZVPD basis
C 0.78048 -0.08888 2.11042
C -0.13719 0.28076 -1.37992
N -1.07187 -0.11267 -2.08048
O -1.98087 -0.96593 -1.68651
F 0.59181 1.27041 -2.28404
H 1.44823 0.23229 2.88253
H 0.95405 0.33626 1.19140
H 1.01629 -1.10367 2.04936
H -0.33048 -0.02290 2.32543
H -1.27046 0.17433 -3.12819
```

***

This record from the OMol25 dataset describes a cluster of 2 separate species, H11NSi4 in total at a distorted geometry. The level of theory is the ωB97M-V functional and the def2-TZVPD basis.

Its charge is 0. The spin multiplicity is 1. The calculation puts the orbital gap at 7.41 eV. Its HOMO energy is -8.4 eV. Its relative energy (zero: lowest compared OMol25 entry of this formula, charge and spin) is 294.7 kJ/mol.

The geometry in XYZ format:
```
16
H11NSi4, DFT the ωB97M-V functional and the def2-TZVPD basis
N 3.88994 0.14227 -0.97055
Si -2.58086 1.38382 0.27248
Si 2.81140 -0.21550 0.29812
Si -2.24274 -0.88254 0.21787
Si -0.20313 -1.36975 -0.57269
H 3.52840 0.05480 -1.92477
H 4.29887 1.07142 -0.87943
H -1.49401 2.45221 0.71452
H -3.73348 2.28859 0.44715
H -2.36131 1.55627 -1.12709
H 2.21147 1.10324 0.84227
H 3.46151 -1.37267 0.81074
H -3.43552 -1.45463 -0.42223
H -2.63247 -1.31474 1.60296
H -0.74598 -1.60218 -1.97149
H 0.02964 -2.80282 -0.34092
```

***

This record from the OMol25 dataset describes a structure of composition C4H5AgLiO2 at a distorted geometry. The level of theory is the ωB97M-V functional and the def2-TZVPD basis.

Its charge is +1. The spin multiplicity is 3. The calculation puts the orbital gap (alpha / beta) at 5.43 / 8.34 eV. Its HOMO energy (alpha / beta) is -9.9 / -12.9 eV. Its relative energy (zero: lowest compared OMol25 entry of this formula, charge and spin) is 0.0 kJ/mol.

The geometry in XYZ format:
```
13
C4H5AgLiO2, DFT the ωB97M-V functional and the def2-TZVPD basis
H 0.69133 0.85410 -2.27856
C -0.88275 1.24951 0.01882
C -0.55855 0.11477 -0.77284
C 0.19044 -0.97043 -0.23733
C 1.25599 -0.85346 0.64632
O 1.53234 -1.74342 1.52571
Ag 2.73463 -2.11734 3.03130
H -0.22389 1.49584 0.87082
H -1.30691 -0.14710 -1.52783
H -0.01888 -1.97080 -0.62456
H 1.89153 0.04666 0.61596
O -1.88100 1.98455 -0.17283
Li -3.42428 2.05712 -1.09497
```

***

This record from the OMol25 dataset describes a structure of composition CHO3PS2 at a distorted geometry. The level of theory is the ωB97M-V functional and the def2-TZVPD basis.

Its charge is -2. The spin multiplicity is 1. The calculation puts the orbital gap at 6.43 eV. Its HOMO energy is -0.7 eV. Its relative energy (zero: lowest compared OMol25 entry of this formula, charge and spin) is 258.3 kJ/mol.

The geometry in XYZ format:
```
8
CHO3PS2, DFT the ωB97M-V functional and the def2-TZVPD basis
C -0.53424 -1.10830 -0.23368
O -0.72042 0.95345 1.63870
O 0.29673 -1.99641 -0.48484
O 2.27981 0.85388 0.21980
P -0.26443 0.69993 0.24095
S -2.16224 -1.28721 -0.29732
S -0.77387 2.00145 -1.12256
H 1.87866 -0.11678 0.03895
```

***

What is the formula in the twelfth record?
CHO3PS2